# 1
The following is a DFT calculation (ωB97M-V with the def2-TZVPD basis set) of C14H15N4O2Pd as an isolated structure.

Element x y z (Å)
Pd  -0.2326  -1.6005  -0.9209
O  -1.2574  -1.6604  2.7532
O  1.0900  3.1419  -2.0932
N  1.8291  -1.5773  -0.5396
N  -2.3205  -1.1733  -0.4339
N  -0.1715  1.5362  -1.0771
N  -0.1693  -0.3044  1.1954
C  2.1209  -0.7655  0.5113
C  -3.6815  -0.5955  1.4437
C  1.1384  -0.7270  1.6659
C  4.1359  -0.0138  -0.5691
C  3.8420  -0.8502  -1.6282
C  -4.6806  -0.8687  -0.7008
C  -2.4473  -0.8768  0.8722
C  1.0283  3.1189  0.2963
C  -3.4220  -1.1688  -1.1894
C  3.2669  0.0095  0.5169
C  -1.1903  -0.9535  1.7279
C  2.6914  -1.6255  -1.5607
C  0.6695  2.5904  -1.0826
C  -4.8115  -0.5767  0.6490
H  -0.2693  1.0094  -1.9340
H  4.4830  -0.9131  -2.4975
H  0.5010  4.0601  0.4585
H  -3.7203  -0.4091  2.5080
H  2.4431  -2.3225  -2.3495
H  -5.5342  -0.8757  -1.3655
H  -3.2758  -1.4218  -2.2318
H  3.4581  0.6508  1.3681
H  -5.7819  -0.3445  1.0714
H  1.5497  -0.0678  2.4420
H  5.0175  0.6145  -0.5837
H  -0.2326  0.9469  -0.2342
H  1.0747  -1.7311  2.1064
H  2.0973  3.3262  0.3178
H  0.7618  2.4190  1.0880

Calculated values
Net charge: -1
Kohn-Sham gap (Eh): 0.20687
LUMO level (eV): 3.2
Electronic energy (eV): -28298.252
ΔE to the lowest compared entry with this formula, charge and spin (kcal/mol): 0.00


# 2
The following is a DFT calculation (ωB97M-V with the def2-TZVPD basis set) of a 2-piece molecular cluster, C14H15N5O4 overall in a non-equilibrium geometry.

Element x y z (Å)
O  1.8678  3.2746  0.5373
O  2.1983  -3.1211  -1.6773
O  1.4906  -1.2468  -2.5933
O  3.0996  2.4227  2.2725
N  -0.8935  0.2194  -0.4525
N  2.0381  -1.8783  -1.6554
N  2.4451  2.3105  1.0145
N  4.8079  -1.5632  3.8959
N  3.6872  1.2106  2.6484
C  3.7105  -0.9987  1.6021
C  2.0308  0.2156  -0.4010
C  -1.4595  0.9124  0.7662
C  3.3075  -1.7278  0.4748
C  3.4193  0.3942  1.6034
C  -1.4231  0.8978  -1.6958
C  -2.9862  0.9452  0.7663
C  2.4718  -1.1149  -0.5244
C  -3.5294  0.2198  -0.4934
C  -2.9472  0.9304  -1.7452
C  4.3267  -1.3557  2.8525
C  2.6364  0.9783  0.5858
C  -2.9623  -1.2281  -0.4791
C  -1.4364  -1.1971  -0.4562
H  -1.0817  0.3595  1.6377
H  3.6092  -2.7630  0.3591
H  -3.3455  -1.7618  0.3983
H  -3.3046  1.9651  -1.7887
H  -3.3004  0.4177  -2.6471
H  -1.0102  -1.6951  -1.3385
H  -4.6282  0.2197  -0.5083
H  -1.0044  0.3300  -2.5372
H  1.2319  0.6336  -1.0136
H  -3.3729  0.4486  1.6638
H  -3.3083  -1.7596  -1.3731
H  -1.0209  1.9191  0.8175
H  -3.3444  1.9805  0.7855
H  -1.0325  -1.7008  0.4354
H  -0.9871  1.9063  -1.7368

Calculated values
Kohn-Sham gap (Eh): 0.24896
LUMO level (eV): -2.3
Electronic energy (eV): -30393.045
ΔE to the lowest compared entry with this formula, charge and spin (kcal/mol): 3.42
Structure (SMILES): N#Cc1cc([N+](=O)[O-])cc2c1no[n+]2[O-].C1CN2CCC1CC2


# 3
The following is a DFT calculation (ωB97M-V with the def2-TZVPD basis set) of a 2-piece molecular cluster, C14H16 overall in a non-equilibrium geometry.

Element x y z (Å)
C  1.3814  1.0460  -1.7020
C  0.0351  -1.3529  0.2402
C  1.2403  1.9939  0.5514
C  -0.1573  2.3059  0.3556
C  -0.1905  -1.5936  1.5908
C  0.0073  1.4252  -1.9193
C  -2.5659  -1.5585  1.1729
C  1.9495  1.3646  -0.4759
C  -1.4866  -1.6542  2.0659
C  -2.3244  -1.2712  -0.1471
C  -0.6889  2.0803  -0.9003
C  -1.0180  -1.0972  -0.6126
C  0.9676  -1.6892  2.5584
C  2.1985  0.3263  -2.7215
H  1.8446  0.3973  -3.7501
H  1.7384  2.0668  1.5117
H  -0.8698  -0.8536  -1.6512
H  -1.7842  -1.8252  3.0953
H  1.9179  -1.3465  2.1616
H  -0.7646  2.7434  1.1378
H  -3.5221  -1.8697  1.5682
H  -0.5064  1.1773  -2.8427
H  -1.7268  2.3057  -1.1445
H  0.9472  -2.7608  2.8074
H  -3.1074  -1.2370  -0.8987
H  2.9981  1.2614  -0.2443
H  2.3493  -0.7586  -2.5413
H  3.2553  0.6404  -2.7184
H  0.8854  -1.2047  3.5332
H  1.0503  -1.3598  -0.1352

Calculated values
<S²>: 0.761
Net charge: -1
Kohn-Sham gap (alpha / beta) (Eh): 0.09934 / 0.25600
LUMO level (alpha / beta) (eV): 3.6 / 3.5
Electronic energy (eV): -14775.870
ΔE to the lowest compared entry with this formula, charge and spin (kcal/mol): 11.30
Multiplicity: 2


# 4
The following is a DFT calculation (ωB97M-V with the def2-TZVPD basis set) of a 2-piece molecular cluster, C14H16 overall in a non-equilibrium geometry.

Element x y z (Å)
C  -1.0444  -2.6397  0.4298
C  -2.5236  -1.0504  -0.5513
C  2.6496  2.8056  0.6204
C  1.0642  1.5535  1.8863
C  -2.5067  -1.6877  -1.7673
C  2.0867  2.4850  1.8457
C  2.2191  2.1762  -0.5595
C  -2.1086  -0.8613  1.8800
C  -1.7228  -2.8764  -1.8543
C  1.1256  1.3237  -0.5321
C  -1.8795  -1.5543  0.5754
C  0.5530  0.9919  0.7089
C  2.8930  2.4309  -1.8560
C  -1.0087  -3.3528  -0.7685
H  -0.0342  0.1051  0.8787
H  -1.1465  -0.6372  2.3845
H  3.4924  3.4843  0.5507
H  0.7120  1.2755  2.8839
H  -2.8366  -0.0677  1.9361
H  -1.8195  -3.3566  -2.8260
H  -2.4277  -1.6540  2.6032
H  2.3707  2.9511  -2.6727
H  -3.0023  -1.4632  -2.6884
H  -2.9746  -0.0443  -0.4743
H  2.5352  3.0300  2.6583
H  -0.5904  -3.1474  1.2832
H  3.8920  2.9182  -1.8962
H  -0.3514  -4.1712  -1.0597
H  3.1373  1.4806  -2.3484
H  0.8347  0.8461  -1.4591

Calculated values
Kohn-Sham gap (Eh): 0.36194
LUMO level (eV): 0.9
Electronic energy (eV): -14776.601
ΔE to the lowest compared entry with this formula, charge and spin (kcal/mol): 26.84
Structure (SMILES): Cc1ccccc1.Cc1ccccc1


# 5
The following is a DFT calculation (ωB97M-V with the def2-TZVPD basis set) of a 2-piece molecular cluster, C14H16 overall in a non-equilibrium geometry.

Element x y z (Å)
C  1.6428  -1.0110  1.8777
C  2.4592  -2.1203  1.9142
C  -2.6288  2.0840  -0.5496
C  -2.0103  -0.0662  0.2828
C  -3.9633  1.6882  -0.5576
C  1.6390  -0.1656  0.7703
C  -1.6582  1.2549  -0.0006
C  -3.3205  -0.5042  0.2434
C  2.4674  -0.4766  -0.3039
C  -4.2986  0.4069  -0.1601
C  4.1520  -1.9253  -1.4642
C  3.2978  -2.4169  0.8355
C  -2.3355  3.5451  -0.7920
C  3.3178  -1.5702  -0.2613
H  4.8220  -2.7416  -1.2063
H  0.8854  0.5956  0.7876
H  -5.3082  0.0338  -0.2529
H  3.4735  -2.2783  -2.2474
H  -0.6186  1.5131  0.0526
H  0.9982  -0.7937  2.7201
H  3.8640  -3.3398  0.8596
H  -1.4083  3.8591  -0.3561
H  2.4314  -2.8539  2.7065
H  -4.7488  2.3920  -0.7971
H  -2.2326  3.8176  -1.8512
H  -1.2925  -0.7933  0.6546
H  -3.1196  4.1572  -0.4600
H  -3.6459  -1.5028  0.5028
H  2.4603  0.2760  -1.0788
H  4.6789  -1.0640  -1.8683

Calculated values
Kohn-Sham gap (Eh): 0.36781
LUMO level (eV): 1.0
Electronic energy (eV): -14777.218
ΔE to the lowest compared entry with this formula, charge and spin (kcal/mol): 12.63
Structure (SMILES): Cc1ccccc1.Cc1ccccc1


# 6
The following is a DFT calculation (ωB97M-V with the def2-TZVPD basis set) of a 2-piece molecular cluster, C14H16 overall in a non-equilibrium geometry.

Element x y z (Å)
C  1.6946  -2.1726  -2.6508
C  -0.0259  -3.0128  -1.1618
C  -2.0587  0.9918  2.4923
C  -0.4889  4.8450  1.3629
C  0.4088  -2.0904  -2.1170
C  -0.4946  2.4007  1.2732
C  2.5562  -3.0865  -2.0765
C  2.1353  -3.9113  -1.0308
C  -2.2427  3.4500  2.5479
C  2.1824  -1.2173  -3.7134
C  -2.6519  2.1340  2.9286
C  0.8102  -3.9622  -0.6110
C  -1.1499  3.5818  1.7638
C  -0.9779  1.1482  1.5677
H  -1.0781  -2.8793  -0.9309
H  -2.9008  4.2492  2.8513
H  0.5973  4.7897  1.4309
H  -0.3527  0.3058  1.2954
H  2.9069  -0.4882  -3.3582
H  1.3938  -0.7168  -4.2624
H  2.7936  -1.7731  -4.4406
H  3.4997  -3.3305  -2.5529
H  -0.7528  5.7136  1.9847
H  -2.5815  0.0446  2.4773
H  0.2848  2.4628  0.5250
H  -0.7271  5.2271  0.3688
H  -3.4303  2.0610  3.6814
H  -0.3670  -1.4809  -2.5633
H  2.8403  -4.7046  -0.8007
H  0.5375  -4.8223  -0.0167

Calculated values
Kohn-Sham gap (Eh): 0.36204
LUMO level (eV): 0.9
Electronic energy (eV): -14776.657
ΔE to the lowest compared entry with this formula, charge and spin (kcal/mol): 25.57
Structure (SMILES): Cc1ccccc1.Cc1ccccc1


> Among the records above, which one has the highest electronic energy?

number 3


> Which value of ΔE to the lowest compared entry with this formula, charge and spin does entry 2 give?

3.42 kcal/mol


> Number 1 is which compound?

C14H15N4O2Pd


> Which of these has the lowest electronic energy?

C14H15N5O4